2 unconnected molecules or ions with the total composition C4H13NO2 in a non-equilibrium geometry, computed with ωB97M-V/def2-TZVPD.

XYZ file:
```
20
Properties=species:S:1:pos:R:3:nbo_charge:R:1
H 1.23 0.45 0.89 0.19
H -1.43 2.74 1.32 0.35
H -0.26 2.61 -0.62 0.19
C -0.06 -0.26 -0.63 -0.42
H -0.65 1.60 2.06 0.34
H -0.40 0.06 -3.52 0.47
H 1.60 -5.03 1.82 0.47
H 0.59 -1.03 -1.04 0.20
O 1.63 -5.37 2.72 -0.94
H 0.76 2.89 0.76 0.17
C -1.06 0.24 -1.66 -0.07
C 0.14 2.12 0.28 -0.22
C 0.86 0.84 -0.07 -0.41
H -0.62 -0.70 0.18 0.21
H 0.78 -5.23 3.15 0.47
O -0.41 0.74 -2.83 -0.74
N -1.01 1.84 1.14 -0.83
H -1.65 1.07 -1.32 0.19
H -1.75 -0.58 -1.89 0.16
H 1.69 1.00 -0.73 0.22
```

Results
F_max in hartree/bohr: 0.02069
Gap between HOMO and LUMO in eV: 10.234
ΔE to the lowest compared entry with this formula, charge and spin in kcal per mole: 18.35
Multiplicity: 1
LUMO level in Eh: 0.025

***

2 unconnected molecules or ions with the total composition C4H13NO2 in a non-equilibrium geometry, computed with ωB97M-V/def2-TZVPD.

XYZ file:
```
20
Properties=species:S:1:pos:R:3:nbo_charge:R:1
H -0.26 -0.87 1.55 0.21
H 0.26 -2.29 -1.69 0.21
H -0.73 3.02 0.31 0.46
H -1.68 -1.46 -0.12 0.20
N -1.37 0.49 -0.69 -0.66
H 0.80 -1.87 0.56 0.21
H 0.96 -0.15 0.55 0.21
C -0.46 1.51 -0.95 0.08
H 0.51 1.14 -1.26 0.18
H -0.81 2.26 -1.66 0.16
H -1.24 -1.68 -2.49 0.22
O 2.41 0.11 3.69 -0.95
C -0.39 -1.44 -1.85 -0.61
H -2.20 0.76 -0.20 0.38
H 0.17 -0.69 -2.41 0.20
O -0.08 2.31 0.25 -0.76
H 1.66 0.61 3.36 0.48
H 3.08 0.08 3.01 0.47
C 0.22 -0.95 0.57 -0.63
C -0.85 -0.88 -0.53 -0.04
```

Results
F_max in hartree/bohr: 0.03949
Gap between HOMO and LUMO in eV: 9.747
ΔE to the lowest compared entry with this formula, charge and spin in kcal per mole: 19.46
Multiplicity: 1
LUMO level in Eh: 0.031

***

3 unconnected molecules or ions with the total composition C4H13NO2 in a non-equilibrium geometry, computed with ωB97M-V/def2-TZVPD.

XYZ file:
```
20
Properties=species:S:1:pos:R:3:nbo_charge:R:1
H -1.61 1.01 -1.92 0.20
O 2.60 1.29 -0.17 -0.94
C -1.08 0.14 0.61 -0.31
H -1.12 2.32 0.79 0.20
H -2.02 -1.23 -0.72 0.18
C -1.24 1.79 -1.28 -0.59
H -2.68 1.50 0.40 0.21
H 0.37 -2.26 0.67 0.40
H -0.14 1.60 -1.34 0.18
H 3.08 1.95 -0.67 0.47
H 2.88 -2.75 1.88 0.47
O 2.80 -2.85 0.92 -0.94
N -0.62 -2.21 0.48 -0.83
H 3.20 -2.03 0.61 0.48
H -1.65 2.72 -1.60 0.21
C -1.62 1.47 0.17 -0.42
C -1.24 -1.04 0.02 0.00
H -0.92 -3.02 -0.05 0.37
H -0.66 0.17 1.62 0.20
H 1.65 1.43 -0.43 0.47
```

Results
F_max in hartree/bohr: 0.03725
Gap between HOMO and LUMO in eV: 8.576
ΔE to the lowest compared entry with this formula, charge and spin in kcal per mole: 30.16
Multiplicity: 1
LUMO level in Eh: 0.028

***

2 unconnected molecules or ions with the total composition C4H13NO2 in a non-equilibrium geometry, computed with ωB97M-V/def2-TZVPD.

XYZ file:
```
20
Properties=species:S:1:pos:R:3:nbo_charge:R:1
C -2.67 -1.27 0.19 -0.42
H 1.28 0.92 2.80 0.49
H 2.84 0.81 -1.20 0.22
H -2.76 -1.71 1.18 0.23
H 1.54 0.76 -2.55 0.21
H 1.58 2.19 -1.47 0.23
C 0.65 0.30 -0.58 0.06
H -2.82 -0.20 0.26 0.20
C -0.46 -0.58 -1.16 -0.24
C 1.72 1.00 -1.50 -0.64
H -0.24 0.48 0.91 0.47
H 1.27 -0.36 -0.05 0.14
H -3.24 -1.42 -0.68 0.19
H 2.44 1.63 3.71 0.48
O 0.16 1.25 0.35 -0.72
H -1.13 0.05 -1.80 0.19
N -1.21 -1.31 -0.16 -0.68
H 0.13 -1.23 -1.84 0.19
H -0.83 -2.25 -0.04 0.37
O 1.76 0.94 3.63 -0.97
```

Results
F_max in hartree/bohr: 0.08198
Gap between HOMO and LUMO in eV: 9.655
ΔE to the lowest compared entry with this formula, charge and spin in kcal per mole: 54.43
Multiplicity: 1
LUMO level in Eh: 0.031

***

2 unconnected molecules or ions with the total composition C4H13NO2 in a non-equilibrium geometry, computed with ωB97M-V/def2-TZVPD.

XYZ file:
```
20
Properties=species:S:1:pos:R:3:nbo_charge:R:1
H 0.74 -0.73 -0.79 0.20
H 3.35 -1.91 1.74 0.47
H 0.84 1.51 -0.97 0.17
C 0.20 1.79 -0.11 -0.06
H -0.93 0.15 -2.40 0.21
H -0.47 0.33 1.41 0.22
O 2.42 -1.66 1.86 -0.93
H -1.38 -1.86 0.81 0.34
H 0.16 -2.23 0.87 0.37
C -0.61 0.56 0.36 -0.45
H 0.94 2.14 0.62 0.17
C -1.21 -0.70 -1.75 -0.61
O -0.44 2.96 -0.61 -0.74
C -0.32 -0.68 -0.50 -0.05
H -1.06 -1.64 -2.28 0.22
H -1.64 0.97 0.28 0.19
H -1.37 3.07 -0.38 0.47
N -0.55 -1.90 0.24 -0.85
H -2.24 -0.50 -1.45 0.20
H 2.25 -2.11 2.68 0.47
```

Results
F_max in hartree/bohr: 0.03931
Gap between HOMO and LUMO in eV: 9.377
ΔE to the lowest compared entry with this formula, charge and spin in kcal per mole: 24.49
Multiplicity: 1
LUMO level in Eh: 0.021

***

3 unconnected molecules or ions with the total composition C4H13NO2 in a non-equilibrium geometry, computed with ωB97M-V/def2-TZVPD.

XYZ file:
```
20
Properties=species:S:1:pos:R:3:nbo_charge:R:1
H -0.85 2.02 0.24 0.48
H 2.22 -0.50 0.96 0.21
H -0.09 -2.44 0.61 0.47
H -1.10 -1.28 -1.83 0.23
C -0.80 -0.25 -2.04 -0.65
H -1.46 3.39 0.25 0.47
N -0.80 -0.50 1.01 -0.86
C 0.20 0.27 -1.05 -0.24
O -1.41 2.60 0.79 -0.96
C 0.27 0.08 0.28 0.15
H -1.46 0.26 1.21 0.40
C 1.56 0.38 1.00 -0.66
H -0.38 -0.24 -3.05 0.22
H 1.32 -2.81 0.61 0.45
H 2.10 1.14 0.45 0.23
H -1.67 0.41 -2.19 0.22
O 0.48 -3.16 0.30 -0.93
H -0.45 -0.79 1.92 0.36
H 1.33 0.57 2.05 0.21
H 0.98 0.86 -1.53 0.20
```

Results
F_max in hartree/bohr: 0.02333
Gap between HOMO and LUMO in eV: 9.588
ΔE to the lowest compared entry with this formula, charge and spin in kcal per mole: 20.06
Multiplicity: 1
LUMO level in Eh: 0.025

***

Please write out number 1 again, unchanged.
2 unconnected molecules or ions with the total composition C4H13NO2 in a non-equilibrium geometry, computed with ωB97M-V/def2-TZVPD.

XYZ file:
```
20
Properties=species:S:1:pos:R:3:nbo_charge:R:1
H 1.23 0.45 0.89 0.19
H -1.43 2.74 1.32 0.35
H -0.26 2.61 -0.62 0.19
C -0.06 -0.26 -0.63 -0.42
H -0.65 1.60 2.06 0.34
H -0.40 0.06 -3.52 0.47
H 1.60 -5.03 1.82 0.47
H 0.59 -1.03 -1.04 0.20
O 1.63 -5.37 2.72 -0.94
H 0.76 2.89 0.76 0.17
C -1.06 0.24 -1.66 -0.07
C 0.14 2.12 0.28 -0.22
C 0.86 0.84 -0.07 -0.41
H -0.62 -0.70 0.18 0.21
H 0.78 -5.23 3.15 0.47
O -0.41 0.74 -2.83 -0.74
N -1.01 1.84 1.14 -0.83
H -1.65 1.07 -1.32 0.19
H -1.75 -0.58 -1.89 0.16
H 1.69 1.00 -0.73 0.22
```

Results
F_max in hartree/bohr: 0.02069
Gap between HOMO and LUMO in eV: 10.234
ΔE to the lowest compared entry with this formula, charge and spin in kcal per mole: 18.35
Multiplicity: 1
LUMO level in Eh: 0.025

***

What did the second record say?
2 unconnected molecules or ions with the total composition C4H13NO2 in a non-equilibrium geometry, computed with ωB97M-V/def2-TZVPD.

XYZ file:
```
20
Properties=species:S:1:pos:R:3:nbo_charge:R:1
H -0.26 -0.87 1.55 0.21
H 0.26 -2.29 -1.69 0.21
H -0.73 3.02 0.31 0.46
H -1.68 -1.46 -0.12 0.20
N -1.37 0.49 -0.69 -0.66
H 0.80 -1.87 0.56 0.21
H 0.96 -0.15 0.55 0.21
C -0.46 1.51 -0.95 0.08
H 0.51 1.14 -1.26 0.18
H -0.81 2.26 -1.66 0.16
H -1.24 -1.68 -2.49 0.22
O 2.41 0.11 3.69 -0.95
C -0.39 -1.44 -1.85 -0.61
H -2.20 0.76 -0.20 0.38
H 0.17 -0.69 -2.41 0.20
O -0.08 2.31 0.25 -0.76
H 1.66 0.61 3.36 0.48
H 3.08 0.08 3.01 0.47
C 0.22 -0.95 0.57 -0.63
C -0.85 -0.88 -0.53 -0.04
```

Results
F_max in hartree/bohr: 0.03949
Gap between HOMO and LUMO in eV: 9.747
ΔE to the lowest compared entry with this formula, charge and spin in kcal per mole: 19.46
Multiplicity: 1
LUMO level in Eh: 0.031